C34H78INO10P2SSi as an isolated structure at a distorted geometry. Source: the Open Molecules 2025 dataset; level of theory: ωB97M-V/def2-TZVPD.

Element x y z (Å)
C1 0.827189 -3.257922 4.373573
C2 -0.096222 -2.089483 4.884763
C3 0.039158 -0.876766 3.887737
C4 -1.130284 -0.922367 2.853926
C5 -0.719949 -1.486574 1.465912
C6 -0.351737 -0.370713 0.441338
C7 -1.582382 0.512443 0.059345
C8 -1.493872 1.908010 0.737951
C9 -2.179926 3.034377 -0.067750
C10 -2.341946 4.366384 0.681477
C11 -1.017075 5.101032 1.105721
S1 -0.620064 4.454584 2.816795
I1 0.643745 4.659087 -0.196620
O1 -1.394191 6.435169 1.268998
C12 -0.449017 7.474888 1.078851
C13 0.724120 7.558293 2.095814
C14 0.126735 7.773933 3.533841
C15 0.886835 7.014592 4.670002
C16 -0.050537 6.280462 5.684649
C17 0.480079 4.868918 6.072055
C18 -0.668607 3.856139 6.383518
N1 -0.236349 2.830538 7.356950
O2 1.485094 8.727470 1.790210
C19 2.814908 8.663267 2.323550
Si1 4.150426 8.462637 0.949371
C20 4.616061 10.130786 0.165514
C21 3.379672 7.269513 -0.323926
C22 5.696802 7.555927 1.600249
H1 1.144895 -3.091044 3.338620
H2 1.720028 -3.290909 5.009254
H3 0.261072 -4.197658 4.390774
H4 0.179805 -1.782432 5.900605
H5 -1.132275 -2.446092 4.888667
H6 0.011069 0.046366 4.485669
H7 0.990445 -0.955860 3.346447
H8 -2.006991 -1.460987 3.235190
H9 -1.453176 0.119749 2.706766
H10 -1.556671 -2.066138 1.047094
H11 0.158437 -2.142149 1.552834
H12 0.070500 -0.899729 -0.426021
H13 0.462255 0.213133 0.902030
H14 -2.448062 0.003776 0.512379
H15 -1.687199 0.560392 -1.031665
H16 -2.019789 1.866886 1.705369
H17 -0.441129 2.109007 0.964600
H18 -3.207425 2.660877 -0.241591
H19 -1.762851 3.143604 -1.078309
H20 -3.007313 4.305126 1.551056
H21 -2.826726 5.074024 -0.014671
H22 0.403058 3.581816 2.620723
H23 -1.007437 8.407610 1.266982
H24 -0.104282 7.586118 0.037215
H25 1.346256 6.652660 2.133646
H26 -0.930842 7.476404 3.581548
H27 0.148998 8.850199 3.761326
H28 1.495984 7.696249 5.286024
H29 1.578211 6.299958 4.203211
H30 -1.040124 6.141385 5.224818
H31 -0.153305 6.854924 6.614401
H32 1.153660 4.896116 6.939158
H33 1.046136 4.421109 5.237540
H34 -1.538405 4.362417 6.821930
H35 -0.970391 3.297135 5.488038
H36 -0.088686 3.245016 8.270034
H37 0.623951 2.391908 7.047196
H38 3.065753 9.592338 2.866853
H39 2.942697 7.831655 3.033639
H40 4.459682 10.950055 0.883382
H41 3.996590 10.315177 -0.722806
H42 5.680091 10.116824 -0.110523
H43 3.452361 6.271981 0.132586
H44 3.947923 7.264931 -1.262700
H45 2.335112 7.574948 -0.452448
H46 6.412329 7.543440 0.762777
H47 6.137172 8.015419 2.492073
H48 5.408572 6.508576 1.768699
O3 -1.186909 -2.591456 -3.122161
P1 -0.315683 -2.863230 -4.326722
O4 -0.077801 -1.268480 -4.725026
C23 0.831274 -0.506100 -3.946477
C24 2.271648 -0.901471 -4.222297
O5 -1.582528 -3.158150 -5.348105
C25 -2.826601 -3.676278 -4.882720
C26 -3.837256 -2.557405 -4.737562
O6 0.727849 -3.214171 -5.586548
C27 0.383043 -3.980499 -6.746726
C28 -0.073383 -3.064025 -7.861208
H49 0.594684 -0.608901 -2.882005
H50 0.685329 0.541359 -4.216110
H51 2.468561 -1.920953 -3.876477
H52 2.962041 -0.229644 -3.709787
H53 2.479831 -0.876100 -5.291690
H54 -2.708084 -4.234491 -3.954193
H55 -3.178233 -4.388510 -5.635156
H56 -3.463848 -1.767760 -4.084924
H57 -4.779057 -2.931014 -4.332948
H58 -4.032403 -2.100588 -5.709473
H59 -0.346008 -4.755487 -6.517689
H60 1.293487 -4.496410 -7.064363
H61 -0.918441 -2.447301 -7.561090
H62 -0.362020 -3.644823 -8.738477
H63 0.727773 -2.377637 -8.140580
O7 0.536186 -8.989162 -0.643125
P2 -0.183395 -9.075309 -1.955660
O8 -1.062540 -7.688738 -1.977725
C29 -0.381442 -6.449081 -2.150261
C30 0.118834 -6.275059 -3.573456
O9 -1.359229 -10.138762 -1.514812
C31 -1.221968 -10.991621 -0.379903
C32 -1.977414 -10.416882 0.800203
O10 -0.471019 -9.374250 -3.558137
C33 -1.115832 -10.552106 -4.060641
C34 -2.601954 -10.312217 -4.210234
H64 0.441496 -6.368674 -1.433912
H65 -1.098232 -5.660160 -1.916730
H66 0.905777 -6.998843 -3.802400
H67 0.529001 -5.272831 -3.717221
H68 -0.688344 -6.435874 -4.289842
H69 -0.175767 -11.173415 -0.137840
H70 -1.654574 -11.958478 -0.652721
H71 -1.651718 -9.400352 1.022435
H72 -1.839125 -11.032152 1.690418
H73 -3.043960 -10.366483 0.573833
H74 -0.893294 -11.425673 -3.451195
H75 -0.688042 -10.746161 -5.047560
H76 -3.062160 -10.011739 -3.270512
H77 -3.100495 -11.214368 -4.567618
H78 -2.786685 -9.503026 -4.919098

Force components x, y, z for each atom (eV/Å):
C -0.66 0.43 0.58
C 1.01 -0.03 -1.28
C -1.24 -0.83 0.71
C 0.57 0.72 -0.38
C -0.09 0.49 -0.16
C -0.23 -0.80 0.38
C 0.71 -0.12 1.04
C -0.37 -0.01 -0.38
C -0.69 -0.80 0.64
C 0.70 0.79 -1.44
C -1.33 -1.01 0.94
S 0.52 0.05 0.14
I -0.05 0.33 -0.23
O 0.82 -0.20 -0.54
C 0.59 1.58 0.40
C -1.09 0.44 1.37
C 0.31 -0.34 0.56
C -0.45 0.18 0.45
C 0.70 -0.76 -0.49
C -0.82 -0.22 -0.41
C 0.98 -0.21 0.83
N -0.48 -0.02 -0.22
O 0.21 -0.62 -0.47
C 0.93 0.14 -0.19
Si -0.15 -0.51 -0.43
C -0.11 -0.26 0.36
C 0.59 0.52 0.65
C -0.55 0.26 -0.44
H -0.08 -0.02 0.24
H -0.15 -0.38 -0.26
H 0.50 0.01 0.19
H -0.07 -0.19 -0.21
H 0.18 0.27 0.17
H 0.04 -0.09 -0.42
H -0.09 0.27 0.27
H 0.34 0.07 0.13
H -0.13 -0.34 -0.03
H 0.33 0.00 0.05
H -0.36 -0.06 0.09
H -0.14 0.36 0.03
H -0.22 0.07 -0.32
H -0.04 0.13 -0.65
H -0.09 0.14 0.26
H 0.28 -0.01 -0.18
H -0.23 0.21 -0.16
H 0.25 0.22 -0.01
H 0.16 0.19 0.40
H 0.36 -0.19 -0.06
H 0.11 -0.22 0.20
H -0.38 0.39 -0.25
H -0.07 -0.39 -0.08
H 0.01 -0.62 0.26
H -0.04 0.20 -0.42
H 0.27 -0.04 -0.23
H -0.04 -0.23 -0.36
H 0.02 -0.04 -0.53
H -0.21 0.00 0.23
H 0.20 0.16 0.21
H -0.21 0.04 -0.32
H -0.15 0.15 -0.17
H 0.03 0.35 0.22
H 0.12 -0.07 -0.27
H -0.12 0.48 0.08
H 0.17 -0.06 -0.12
H -0.02 0.08 0.15
H -0.45 -0.24 0.01
H -0.22 0.23 -0.06
H 0.06 -0.16 -0.26
H 0.23 0.04 0.21
H -0.31 0.07 -0.07
H -0.28 0.16 -0.26
H -0.33 0.02 0.10
H 0.21 -0.30 -0.27
H 0.01 0.10 0.39
H 0.06 -0.26 -0.20
H 0.17 0.27 0.28
O 2.90 -2.63 2.10
P -5.15 5.34 -5.40
O 0.83 -0.11 0.60
C 0.19 0.24 0.07
C 0.02 -0.08 0.07
O 0.52 -1.16 0.17
C -0.36 0.10 -0.04
C 0.00 0.19 -0.03
O 0.70 -1.36 2.38
C 0.30 -0.81 -0.32
C -0.06 0.45 0.09
H -0.02 0.02 0.00
H -0.15 -0.06 -0.06
H 0.05 0.03 0.02
H -0.02 -0.01 0.03
H -0.02 0.04 0.01
H 0.08 0.15 0.06
H 0.13 0.03 -0.07
H 0.04 -0.13 0.10
H 0.01 -0.03 -0.02
H -0.03 -0.06 -0.01
H -0.11 0.16 0.05
H 0.06 0.07 0.18
H -0.05 -0.16 0.07
H 0.08 -0.08 0.04
H 0.06 -0.12 -0.05
O 2.67 -0.11 -2.52
P -6.73 -0.06 2.45
O 0.93 -0.30 -0.49
C 0.01 0.43 0.00
C -0.02 -0.19 -0.01
O 0.61 -0.10 -0.61
C -0.21 -0.09 0.37
C -0.12 0.15 0.02
O 2.44 0.48 1.07
C 0.07 -0.64 -0.50
C -0.17 0.35 0.15
H -0.02 -0.04 0.01
H -0.06 -0.12 0.06
H 0.04 0.10 -0.06
H 0.11 -0.07 0.06
H -0.03 0.05 0.03
H 0.02 0.20 -0.01
H -0.04 0.07 -0.15
H 0.16 -0.07 -0.01
H 0.00 -0.02 -0.02
H 0.01 -0.06 0.01
H -0.08 0.12 0.16
H 0.15 0.16 0.08
H 0.11 -0.14 0.07
H 0.08 -0.01 -0.05
H 0.05 -0.09 -0.10

Results
HOMO level	-8.8	eV
orbital gap	7.40	eV
net charge	0
electronic energy	-103878.08172	eV

Atom charges from the Mulliken analysis, given in e for atoms 1 to 8: C -1.079; C -0.470; C -0.875; C 0.179; C -1.146; C -0.031; C -0.713; C 0.333